Formula: C5H10O2
Source: the OMol25 dataset
Level of theory: ωB97M-V/def2-TZVPD

XYZ file:
```
17
Properties=species:S:1:pos:R:3
C -1.310 0.324 -2.127
O -0.209 0.328 -1.254
C -0.599 0.371 0.081
C -1.042 -0.924 0.787
C 0.300 -0.376 0.940
C 1.557 -0.775 0.880
O 2.576 -0.032 0.373
H -1.904 1.239 -2.002
H -1.956 -0.547 -1.947
H -0.910 0.277 -3.142
H -1.129 1.287 0.371
H -1.814 -0.812 1.550
H -1.066 -1.850 0.224
H 1.052 1.193 2.438
H 1.507 0.581 2.372
H 1.847 -1.767 1.196
H 2.179 0.650 -0.193
```

## Properties
Orbital gap in eV: 9.4
Net charge: 0
Structure (SMILES): CO[C@H]1C/C1=C/O.[H][H]

***

Formula: C5H10O2
Source: the OMol25 dataset
Level of theory: ωB97M-V/def2-TZVPD

XYZ file:
```
17
Properties=species:S:1:pos:R:3
C 0.793 1.096 -2.150
C -0.048 -0.464 -1.135
O 1.289 0.251 -0.723
C -0.826 -0.539 0.129
C -0.241 -1.165 1.424
C -0.600 0.172 2.066
O -0.853 0.776 0.782
H 1.666 1.760 -2.071
H 0.868 0.489 -3.048
H -0.125 1.678 -2.141
H 0.269 -1.463 -1.450
H 0.947 0.860 -0.031
H -1.844 -0.897 -0.075
H -0.741 -2.056 1.808
H 0.837 -1.343 1.355
H 0.186 0.703 2.614
H -1.512 0.148 2.676
```

## Properties
Orbital gap in eV: 7.9
Net charge: 0

***

Formula: C5H10O2
Source: the OMol25 dataset
Level of theory: ωB97M-V/def2-TZVPD

XYZ file:
```
17
Properties=species:S:1:pos:R:3
C -0.539 -0.845 2.319
C -0.156 -0.641 0.894
C -0.342 0.619 0.264
O 0.776 1.522 0.225
C -0.598 0.272 -1.374
C 0.637 -0.304 -1.761
O 1.605 0.482 -2.243
H -0.865 -1.872 2.529
H -1.361 -0.160 2.579
H 0.277 -0.612 3.023
H 0.259 -1.477 0.342
H -1.197 1.185 0.687
H 0.484 2.346 -0.195
H -1.461 -0.384 -1.450
H -0.782 1.238 -1.849
H 0.816 -1.376 -1.748
H 2.447 0.008 -2.240
```

## Properties
Orbital gap (spin up / spin down) in eV: 6.8 / 8.6
Net charge: 0

***

These records have energy relative to the best compared isomer or geometry (same formula, charge and spin) values of 509.8 709.2 493.6 kJ/mol, in the order they appear.